1.
Computed, not measured: C43H51N10OPS4SeTeTi as an isolated structure, with ωB97M-V/def2-TZVPD.

Geometry as ORCA input:
```
! RIJCOSX wB97M-V def2-TZVPD def2/J DEFGRID3
* xyz -1 2
Ti -0.670 0.636 1.297
S -2.666 4.838 0.982
C -2.123 3.283 1.048
S -1.628 2.503 2.531
S -1.956 2.230 -0.312
Se 0.161 -0.925 8.696
N 1.153 -0.010 7.517
C 0.647 -0.217 6.335
C 1.192 0.353 5.101
C 2.351 1.060 5.043
C 2.802 1.502 3.761
C 2.034 1.278 2.661
N 0.824 0.633 2.682
C 0.449 0.086 3.902
C -0.641 -0.740 3.846
N -1.208 -0.915 2.576
C -2.189 -1.875 2.514
C -2.670 -2.579 3.573
C -2.162 -2.326 4.884
C -1.163 -1.414 5.003
C -0.525 -1.092 6.284
N -0.932 -1.565 7.427
H 2.921 1.253 5.941
H 3.749 2.010 3.649
H 2.357 1.590 1.679
H -2.598 -2.043 1.528
H -3.451 -3.310 3.411
H -2.542 -2.843 5.753
C -6.907 -0.720 2.789
N -6.299 0.423 3.461
C -6.837 1.645 2.872
N -6.678 1.734 1.424
C -7.286 0.551 0.828
N -6.768 -0.720 1.332
C -5.361 -0.889 0.946
P -4.206 0.421 1.594
C -4.837 0.390 3.343
C -5.263 1.854 1.054
H -7.976 -0.722 3.023
H -6.462 -1.637 3.184
H -6.350 2.506 3.335
H -7.908 1.685 3.095
H -7.143 0.585 -0.255
H -8.359 0.582 1.039
H -5.296 -0.891 -0.148
H -5.017 -1.873 1.280
H -4.419 1.263 3.853
H -4.448 -0.496 3.852
H -5.184 1.961 -0.032
H -4.854 2.773 1.479
C -0.597 -2.550 -3.409
N -1.290 -1.299 -3.192
C -1.977 -0.656 -4.306
C -2.702 0.502 -3.614
N -2.777 0.016 -2.244
C -1.856 -0.933 -2.014
S -1.433 -1.525 -0.495
H 0.252 -2.389 -4.077
H -1.276 -3.286 -3.854
H -0.238 -2.921 -2.452
H -2.671 -1.363 -4.778
H -1.258 -0.318 -5.052
H -3.694 0.682 -4.025
H -2.123 1.428 -3.660
H -3.025 0.635 -1.477
C 1.118 3.379 0.258
C 1.133 2.087 -0.535
O 1.557 2.194 -1.720
N 0.807 0.924 0.008
Te 1.688 -0.419 -1.746
C 2.575 -0.694 -3.726
C 2.050 -0.009 -4.824
C 0.983 1.048 -4.702
C 2.552 -0.273 -6.100
C 3.554 -1.204 -6.312
C 4.088 -1.478 -7.691
C 4.051 -1.891 -5.209
C 3.576 -1.657 -3.925
C 4.161 -2.452 -2.788
C 3.519 -0.068 -0.748
C 3.689 -0.752 0.464
C 2.679 -1.691 1.072
C 4.875 -0.577 1.173
C 5.888 0.250 0.717
C 7.149 0.447 1.511
C 5.691 0.916 -0.483
C 4.524 0.784 -1.229
C 4.451 1.579 -2.505
H 0.548 4.125 -0.295
H 2.151 3.726 0.333
H 0.700 3.278 1.257
H 0.373 0.945 -3.806
H 0.333 1.034 -5.580
H 1.430 2.043 -4.637
H 2.140 0.267 -6.947
H 3.625 -0.823 -8.428
H 3.897 -2.510 -7.992
H 5.167 -1.323 -7.733
H 4.829 -2.635 -5.354
H 4.771 -3.271 -3.171
H 3.382 -2.874 -2.149
H 4.787 -1.829 -2.147
H 1.668 -1.576 0.688
H 2.624 -1.525 2.148
H 2.985 -2.729 0.905
H 4.992 -1.093 2.121
H 7.180 -0.222 2.370
H 7.220 1.471 1.884
H 8.035 0.261 0.901
H 6.465 1.583 -0.855
H 4.771 2.604 -2.309
H 3.453 1.631 -2.914
H 5.119 1.151 -3.257
*
```

Computed properties:
E_HOMO (spin up / spin down) (eV): -3.05 / -3.03
Energy above the lowest of the compared OMol25 structures with the same formula, charge and spin (eV): 0.000
LUMO energy (spin up / spin down) (eV): 1.9 / 1.4

2.
Computed, not measured: a 7-piece molecular cluster, C43H52BrN11P overall in a non-equilibrium geometry, with ωB97M-V/def2-TZVPD.

Geometry as ORCA input:
```
! RIJCOSX wB97M-V def2-TZVPD def2/J DEFGRID3
* xyz 1 1
C -2.778 2.898 -0.653
N -2.947 1.653 0.094
C -2.324 0.504 -0.519
C -0.776 0.553 -0.614
C -0.066 1.337 0.503
N 1.092 0.425 0.806
C 1.058 -0.687 -0.020
N 2.030 -1.547 0.095
Br 2.040 -3.148 -0.851
C 3.180 -1.345 1.000
C 4.438 -0.934 0.189
C 5.128 0.321 0.678
C 4.524 1.321 1.398
C 5.253 2.427 1.744
C 6.558 2.587 1.394
C 7.176 1.572 0.691
C 6.451 0.471 0.346
N -0.055 -0.738 -0.852
P 0.267 -0.698 -2.597
N -1.003 -0.802 -3.481
H -1.743 3.092 -0.972
H -3.437 2.945 -1.520
H -3.042 3.717 0.017
H -2.707 1.753 1.069
H -2.799 0.367 -1.492
H -2.571 -0.385 0.080
H -0.609 1.193 -1.494
H 0.339 2.280 0.153
H -0.624 1.361 1.435
H 0.858 0.007 1.721
H 2.922 -0.675 1.809
H 3.365 -2.325 1.437
H 5.105 -1.795 0.144
H 4.123 -0.746 -0.845
H 3.480 1.249 1.682
H 4.786 3.228 2.309
H 7.126 3.473 1.642
H 8.212 1.696 0.411
H 6.959 -0.297 -0.231
H 0.997 0.505 -2.785
H 1.147 -1.732 -2.953
H -1.840 -0.909 -2.917
N -5.849 -0.113 3.330
C -5.203 0.393 2.281
C -5.583 0.192 0.964
C -6.706 -0.585 0.720
C -7.393 -1.124 1.796
C -6.924 -0.857 3.075
H -4.329 0.992 2.522
H -5.019 0.632 0.158
H -7.039 -0.769 -0.293
H -8.270 -1.739 1.650
H -7.430 -1.256 3.948
N -4.879 -5.686 4.346
C -5.221 -4.415 4.138
C -4.510 -3.549 3.320
C -3.377 -4.032 2.686
C -3.003 -5.350 2.892
C -3.787 -6.131 3.727
H -6.113 -4.081 4.657
H -4.836 -2.528 3.185
H -2.793 -3.387 2.039
H -2.125 -5.766 2.415
H -3.536 -7.170 3.915
N 1.096 -1.416 3.708
C 1.953 -0.960 4.627
C 2.177 -1.582 5.842
C 1.473 -2.741 6.128
C 0.579 -3.230 5.190
C 0.429 -2.536 4.001
H 2.480 -0.048 4.365
H 2.885 -1.169 6.548
H 1.619 -3.256 7.068
H 0.009 -4.130 5.374
H -0.259 -2.885 3.239
N -6.479 3.665 -0.381
C -6.279 3.860 0.923
C -6.668 5.004 1.601
C -7.300 6.007 0.883
C -7.517 5.824 -0.472
C -7.090 4.640 -1.053
H -5.777 3.049 1.441
H -6.481 5.106 2.661
H -7.620 6.917 1.374
H -8.007 6.582 -1.068
H -7.242 4.453 -2.110
N -0.115 -1.709 -7.220
C 0.507 -2.301 -8.238
C 1.234 -3.478 -8.120
C 1.323 -4.071 -6.873
C 0.684 -3.469 -5.800
C -0.023 -2.293 -6.022
H 0.413 -1.801 -9.196
H 1.716 -3.915 -8.983
H 1.881 -4.989 -6.739
H 0.728 -3.903 -4.808
H -0.542 -1.788 -5.206
N 8.849 2.666 -1.957
C 7.776 2.929 -2.702
C 7.839 3.354 -4.020
C 9.087 3.519 -4.598
C 10.215 3.253 -3.840
C 10.042 2.830 -2.531
H 6.820 2.789 -2.207
H 6.933 3.550 -4.578
H 9.179 3.851 -5.624
H 11.207 3.370 -4.252
H 10.897 2.607 -1.902
*
```

Computed properties:
E_HOMO (eV): -11.16
LUMO energy (eV): -3.7